No. 1
ORCA calculation (ωB97M-V with the def2-TZVPD basis set) on a 2-piece molecular cluster, C3H10N2O3 overall in a non-equilibrium geometry.

## Properties
Max |F| ... 1.347 eV/A
HOMO level (spin up / spin down) ... -13.741 / -13.735 eV
Spin multiplicity ... 2
Net charge ... +1
Expectation value of S² ... 0.76
Energy above the lowest of the compared OMol25 structures with the same formula, charge and spin ... 10.0 kcal per mole

```
18
Properties=species:S:1:pos:R:3:forces:R:3
C -0.023194 -0.610699 0.477673 0.45 0.07 -0.03
O -1.056975 -1.345652 -0.062983 0.14 -0.21 0.44
C 0.529068 -1.403742 1.649197 0.04 -0.02 -0.11
N 1.727724 -0.667991 2.205573 -0.16 0.10 -0.13
H -0.330305 0.389160 0.823542 -0.10 0.00 0.04
H 0.800785 -0.448358 -0.244836 -0.08 -0.01 0.02
H -1.410752 -0.810138 -0.807982 0.01 -0.40 0.33
H -0.198593 -1.498814 2.447764 -0.04 -0.07 0.08
H 0.873860 -2.382244 1.326954 -0.06 -0.07 0.04
H 1.447146 0.279763 2.460324 0.06 0.05 0.15
H 2.450002 -0.579423 1.488283 0.06 -0.07 0.05
H 2.130255 -1.123592 3.025864 -0.02 0.00 -0.03
N -0.586181 2.119825 -2.032953 -0.53 0.26 -1.21
C -1.519816 1.134773 -2.532857 0.43 -0.24 1.02
O -1.998903 1.500336 -3.638504 -0.03 0.40 -0.51
O -1.771083 0.130747 -1.921034 -0.55 0.07 -0.68
H 0.053736 2.340316 -2.800815 0.20 0.07 0.28
H -1.116776 2.975732 -1.863213 0.17 0.07 0.28
```
Forces are in eV/Å.

=====

No. 2
ORCA calculation (ωB97M-V with the def2-TZVPD basis set) on a 2-piece molecular cluster, C3H10N2O3P overall in a non-equilibrium geometry.

## Properties
Max |F| ... 4.815 eV/A
HOMO level (spin up / spin down) ... -2.512 / -2.963 eV
Net charge ... -1
Energy above the lowest of the compared OMol25 structures with the same formula, charge and spin ... 88.1 kcal per mole

```
19
Properties=species:S:1:pos:R:3:forces:R:3
C 2.117485 0.574505 -0.147595 -1.52 -0.03 2.45
C -0.879039 -0.075337 1.276416 -0.49 -3.18 -2.78
C 1.260906 -0.740277 -0.168644 0.99 1.08 4.55
N 0.593633 -1.089321 -1.190382 -2.09 -0.51 -4.31
N 1.394854 1.803212 0.370343 0.75 -0.97 -4.03
O -1.248348 0.839492 -1.297712 2.02 0.64 -1.16
O -2.081275 -1.344057 -0.641301 -1.78 -1.70 0.25
O -3.304961 0.761803 0.178297 1.51 -1.23 -0.13
P -1.918480 0.180691 -0.147366 -2.74 1.79 2.53
H 2.276906 0.882100 -1.133739 0.99 -0.29 -1.72
H 3.040004 0.426600 0.481338 -0.73 0.05 -0.93
H -1.156226 -0.809417 2.011767 -0.34 -0.45 0.03
H -0.448114 0.704858 1.687551 1.72 3.97 2.02
H 1.396906 -1.561580 0.567811 0.65 0.87 -0.41
H 0.238435 -2.030494 -1.176993 -0.26 0.04 0.12
H -0.176399 -0.386486 -1.533344 1.11 -0.16 -0.02
H 1.353771 1.671054 1.322948 -1.28 -0.12 2.29
H 0.503105 1.748016 -0.203015 0.73 0.42 1.79
H -2.963156 -1.555368 -0.256373 0.75 -0.20 -0.55
```
Forces are in eV/Å.

=====

> Look up the energy above the lowest of the compared OMol25 structures with the same formula, charge and spin of the second one.

88.1 kcal per mole